Entry from the OMol25 dataset: C39H57N2O5S2SeTl as an isolated structure (wB97M-V/def2-TZVPD).

Computed properties:
Relative energy (zero: lowest compared OMol25 entry of this formula, charge and spin) in kJ/mol: 11.2

Geometry as ORCA input:
```
! wB97M-V def2-TZVPD RIJCOSX def2/J DEFGRID3
* xyz 0 1
Tl 0.5610 1.7914 1.3886
C -6.4355 0.9930 -1.2382
C -5.4505 0.2305 -2.1363
C -5.6548 -1.2803 -1.9413
C -5.7678 0.5704 -3.5925
C -4.0141 0.6079 -1.7615
C -3.5366 0.3558 -0.4884
C -2.2258 0.6686 -0.1465
Se -1.6463 0.2452 1.6225
C -0.6201 -1.3277 1.2420
C -1.3201 -2.5261 1.3095
C -0.7152 -3.7268 0.9802
C 0.5968 -3.6486 0.5054
C 1.3274 -2.4699 0.4078
C 0.7430 -1.2543 0.8743
O 1.4741 -0.1698 0.9496
C 2.7100 -2.4566 -0.2729
C 3.1124 -3.8482 -0.7636
C 3.8263 -1.9714 0.6682
C 2.6392 -1.5265 -1.4987
C -1.4745 -5.0460 1.1321
C -0.6513 -6.2358 0.6385
C -2.7831 -4.9995 0.3283
C -1.8035 -5.2699 2.6163
C -1.3209 1.2891 -1.0351
O -0.0826 1.5983 -0.7099
C -1.8115 1.5568 -2.3457
C -3.1186 1.2006 -2.6577
C -0.8933 2.2092 -3.3926
C 0.3395 1.3223 -3.6478
C -1.6021 2.3971 -4.7364
C -0.4496 3.6002 -2.9072
H -7.4691 0.7471 -1.5061
H -6.2904 0.7418 -0.1842
H -6.2971 2.0723 -1.3487
H -6.6671 -1.5724 -2.2414
H -4.9384 -1.8441 -2.5456
H -5.5153 -1.5716 -0.8966
H -6.7989 0.2831 -3.8158
H -5.6685 1.6432 -3.7862
H -5.1118 0.0309 -4.2827
H -4.1733 -0.1031 0.2621
H -2.3581 -2.4989 1.6275
H 1.0700 -4.5635 0.1743
H 3.2154 -4.5590 0.0628
H 2.3948 -4.2508 -1.4841
H 4.0811 -3.7776 -1.2646
H 3.8667 -2.5882 1.5731
H 4.7942 -2.0498 0.1600
H 3.6691 -0.9328 0.9506
H 1.8622 -1.8647 -2.1899
H 2.4072 -0.5033 -1.1996
H 3.5981 -1.5282 -2.0306
H -0.3956 -6.1351 -0.4205
H 0.2744 -6.3502 1.2106
H -1.2334 -7.1536 0.7570
H -2.5776 -4.8056 -0.7283
H -3.3135 -5.9543 0.4086
H -3.4515 -4.2137 0.6895
H -0.8851 -5.2952 3.2113
H -2.4380 -4.4684 3.0052
H -2.3305 -6.2203 2.7559
H -3.4646 1.3967 -3.6621
H 0.0296 0.3281 -3.9851
H 0.9638 1.7710 -4.4287
H 0.9382 1.2082 -2.7455
H -1.9146 1.4413 -5.1686
H -2.4792 3.0466 -4.6491
H -0.9080 2.8682 -5.4378
H 0.1033 3.5319 -1.9716
H 0.1958 4.0697 -3.6592
H -1.3209 4.2452 -2.7515
C 5.0494 1.6717 0.9515
C 3.7454 2.4360 1.0338
O 2.9090 2.0235 1.8526
C 3.5188 3.5725 0.1662
C 4.5554 4.0445 -0.6746
C 4.3559 5.0698 -1.5560
C 3.0738 5.6449 -1.6528
C 2.0431 5.2087 -0.8635
C 2.2368 4.1901 0.1041
O 1.2447 3.8916 0.8998
H 4.9801 0.7942 1.5897
H 5.8822 2.2963 1.2859
H 5.2499 1.3586 -0.0746
H 5.5373 3.5914 -0.6154
H 5.1668 5.4241 -2.1792
H 2.8998 6.4419 -2.3661
H 1.0503 5.6367 -0.9331
N 0.7227 3.5043 5.4800
C 0.6995 3.7296 4.1591
N 1.7745 4.2598 3.5814
S -0.7144 3.3991 3.2685
H 1.5626 3.6130 6.0205
H -0.0395 2.9792 5.8693
H 2.6655 4.2570 4.0505
H 1.7630 4.2880 2.5646
C 0.9343 -2.0082 4.3397
S 1.5128 -0.3373 4.6222
C 3.0673 -0.5062 3.7655
O 0.6452 0.5679 3.7780
H 1.4611 -2.6779 5.0234
H 1.0964 -2.2847 3.2951
H -0.1322 -2.0035 4.5633
H 3.5892 -1.3906 4.1382
H 3.6503 0.3955 3.9541
H 2.8275 -0.5808 2.7026
*
```

Entry from the OMol25 dataset: a 10-piece molecular cluster, C39H58IN10O2 overall (wB97M-V/def2-TZVPD).

Geometry as ORCA input:
```
! wB97M-V def2-TZVPD RIJCOSX def2/J DEFGRID3
* xyz 1 1
C -1.7518 -3.7031 2.0778
C -1.8456 -2.8477 1.2505
C -1.9468 -1.8060 0.2599
N -2.6561 -2.2369 -0.9832
C -3.0988 -1.0190 -1.7905
I -5.0116 -0.4287 -1.0216
C -2.0203 0.0606 -1.6706
C -1.8788 0.9631 -2.9002
C -3.0556 0.9697 -3.8868
C -2.8654 -0.0577 -5.0273
C -1.8190 0.5047 -6.0190
O -0.7762 -0.6082 -1.4797
C -0.6223 -1.1392 -0.1698
C 0.6142 -2.0281 -0.2105
O 1.7544 -1.2852 0.1704
C 2.2768 -0.4734 -0.8291
C 2.7143 -1.0346 -2.0201
C 3.2431 -0.2894 -3.0516
C 3.6818 -0.9379 -4.3436
C 3.3565 1.0857 -2.8763
C 2.9560 1.6415 -1.6779
C 2.4152 0.8962 -0.6374
C 2.0406 1.6709 0.6220
C 2.2782 0.9344 1.9357
C 0.6238 2.2808 0.5414
H -1.7279 -4.5240 2.7519
H -2.5787 -1.0256 0.6875
H -3.5149 -2.7160 -0.7022
H -2.0755 -2.8438 -1.5632
H -3.2673 -1.3769 -2.7984
H -2.1761 0.6996 -0.7977
H -1.0132 0.5866 -3.4480
H -1.5973 1.9630 -2.5884
H -4.0337 0.9105 -3.4157
H -3.0352 1.9348 -4.3823
H -2.4870 -1.0148 -4.6606
H -3.8073 -0.2090 -5.5371
H -1.4813 1.4933 -5.7133
H -0.9226 -0.1075 -6.0511
H -2.2515 0.6164 -7.0083
H -0.4151 -0.3426 0.5415
H 0.5626 -2.8884 0.4520
H 0.7034 -2.4170 -1.2274
H 2.6162 -2.1075 -2.1480
H 3.1931 -0.4143 -5.1640
H 3.3046 -1.9578 -4.3598
H 4.7579 -0.9024 -4.4755
H 3.7504 1.7215 -3.6566
H 3.0751 2.7082 -1.5352
H 2.7045 2.5318 0.6345
H 1.4156 0.3779 2.2994
H 2.5494 1.6327 2.7258
H 3.1118 0.2398 1.8442
H 0.4340 2.6319 -0.4723
H 0.6292 3.1687 1.1712
H -0.1463 1.6146 0.9187
C 5.9040 1.3953 3.3745
C 5.4344 2.3193 2.3589
N 5.0623 3.0476 1.5517
H 6.5168 0.6119 2.9298
H 6.5014 1.9113 4.1265
H 5.0711 0.9134 3.8857
C -4.7915 2.3540 -8.3125
C -5.1288 1.9771 -6.9490
N -5.3955 1.6805 -5.8729
H -4.2867 3.3185 -8.3352
H -4.1321 1.6163 -8.7676
H -5.6872 2.4279 -8.9267
C -3.6419 -0.5685 4.4326
C -2.4481 0.1432 3.9995
N -1.5045 0.7002 3.6559
H -4.2664 -0.8483 3.5849
H -3.3826 -1.4797 4.9717
H -4.2473 0.0445 5.0981
C 0.0653 -2.2314 5.9308
C -1.0992 -2.4936 6.7625
N -2.0204 -2.6981 7.4166
H -0.2039 -1.6537 5.0460
H 0.8217 -1.6663 6.4758
H 0.5289 -3.1580 5.5945
C 7.1113 5.9427 3.7736
C 7.4686 4.7748 4.5629
N 7.7524 3.8520 5.1833
H 7.8425 6.1170 2.9862
H 6.1376 5.8091 3.3044
H 7.0681 6.8342 4.3973
C -2.6639 -4.5123 -5.1945
C -3.1929 -3.5437 -6.1422
N -3.5983 -2.7873 -6.9026
H -2.0244 -5.2374 -5.6950
H -2.0674 -4.0185 -4.4262
H -3.4691 -5.0586 -4.7045
C 7.8149 -0.8294 -0.4205
C 7.4528 -1.1597 0.9485
N 7.1640 -1.4154 2.0294
H 8.3692 0.1069 -0.4598
H 8.4384 -1.6087 -0.8558
H 6.9259 -0.7208 -1.0407
C -0.0162 -1.6359 10.7036
C 1.1158 -1.3296 9.8429
N 2.0038 -1.0893 9.1567
H -0.5227 -0.7246 11.0172
H -0.7406 -2.2614 10.1830
H 0.3084 -2.1657 11.5978
C -8.7690 1.4092 0.1307
C -9.0875 1.1378 1.5235
N -9.3310 0.9135 2.6216
H -8.2963 2.3838 0.0176
H -8.0849 0.6584 -0.2636
H -9.6627 1.3995 -0.4909
*
```

| no. | maximum force (hartree/bohr) | orbital gap (Eh) | E_HOMO (eV) |
| --- | --- | --- | --- |
| 1 | 0.0091 | 0.254 | -7.089 |
| 2 | 0.0182 | 0.268 | -10.613 |